(1)
{"formula": "C19H35BBr2F4N2", "method": "ωB97M-V/def2-TZVPD", "e_lumo_ev": -0.13, "spin_multiplicity": 1, "charge": 0, "gap_ev": 9.648, "elements": ["C", "C", "C", "C", "C", "C", "C", "C", "N", "C", "N", "C", "C", "C", "C", "C", "C", "C", "C", "C", "Br", "C", "Br", "H", "H", "H", "H", "H", "H", "H", "H", "H", "H", "H", "H", "H", "H", "H", "H", "H", "H", "H", "H", "H", "H", "H", "H", "H", "H", "H", "H", "H", "H", "H", "H", "H", "H", "H", "B", "F", "F", "F", "F"], "xyz": [[7.02, -1.25, -0.69], [5.94, -0.18, -0.55], [5.52, 0.19, 0.87], [4.99, -0.97, 1.72], [3.92, -1.76, 0.94], [2.95, -0.83, 0.16], [1.47, -0.84, 0.51], [0.96, 0.59, 0.31], [-0.46, 0.67, -0.03], [-1.47, 0.88, 0.81], [-2.61, 0.84, 0.14], [-3.94, 1.05, 0.76], [-4.19, 2.56, 0.97], [-4.09, 0.20, 2.04], [-5.46, -0.50, 2.15], [-5.36, -1.97, 2.60], [-2.35, 0.57, -1.19], [-3.35, 0.40, -2.28], [-3.67, -1.06, -2.63], [-4.81, -1.17, -3.64], [-4.05, -2.08, -1.00], [-1.00, 0.47, -1.28], [0.05, 0.12, -2.76], [6.96, -1.73, -1.67], [8.02, -0.81, -0.62], [6.95, -2.04, 0.06], [6.30, 0.75, -1.01], [5.05, -0.46, -1.11], [6.33, 0.73, 1.38], [4.72, 0.91, 0.78], [4.56, -0.55, 2.64], [5.79, -1.65, 2.03], [4.41, -2.43, 0.23], [3.37, -2.41, 1.64], [3.03, -1.10, -0.90], [3.31, 0.19, 0.23], [0.92, -1.51, -0.17], [1.25, -1.18, 1.53], [1.52, 1.11, -0.48], [1.10, 1.17, 1.23], [-1.36, 1.07, 1.87], [-4.66, 0.68, 0.03], [-3.49, 3.15, 0.38], [-4.10, 2.84, 2.02], [-5.19, 2.82, 0.62], [-3.30, -0.56, 2.06], [-3.97, 0.85, 2.91], [-6.09, 0.03, 2.86], [-5.98, -0.47, 1.19], [-6.22, -2.54, 2.25], [-4.45, -2.44, 2.20], [-5.32, -2.05, 3.69], [-2.92, 0.84, -3.18], [-4.28, 0.92, -2.04], [-2.77, -1.53, -3.03], [-4.45, -1.57, -4.59], [-5.27, -0.19, -3.81], [-5.60, -1.82, -3.27], [3.98, 3.03, -1.18], [5.06, 3.08, -2.06], [3.12, 4.12, -1.36], [3.24, 1.81, -1.41], [4.44, 2.99, 0.15]]}



(2)
{"formula": "C19H35BNO2PRe", "method": "ωB97M-V/def2-TZVPD", "e_lumo_ev": [-6.88, -9.34], "spin_multiplicity": 4, "charge": 2, "gap_ev": [7.704, 5.493], "elements": ["C", "C", "C", "C", "C", "C", "C", "C", "N", "Re", "C", "P", "H", "H", "H", "H", "H", "H", "H", "H", "C", "C", "H", "C", "C", "H", "H", "H", "H", "H", "H", "H", "H", "H", "H", "H", "H", "H", "H", "C", "C", "C", "O", "B", "O", "C", "C", "C", "H", "H", "H", "H", "H", "H", "H", "H", "H", "H", "H", "H"], "xyz": [[1.33, 3.60, -1.28], [0.15, 3.22, -0.64], [-0.30, 1.89, -0.67], [0.55, 0.88, -1.21], [1.76, 1.28, -1.82], [2.13, 2.63, -1.89], [-1.59, 1.48, -0.05], [-2.74, 2.52, -0.21], [-3.31, 2.66, -1.52], [-0.05, -1.13, -1.16], [2.67, 0.24, -2.36], [1.76, -1.42, -2.31], [-0.41, 3.96, -0.05], [3.02, 2.92, -2.45], [1.64, 4.64, -1.28], [3.59, 0.12, -1.75], [2.97, 0.48, -3.40], [-1.94, 0.51, -0.46], [-1.43, 1.29, 1.03], [-3.55, 2.20, 0.45], [3.18, -2.41, -1.77], [1.71, -1.73, -4.12], [-2.40, 3.51, 0.12], [-2.57, 3.35, -2.54], [-4.21, 1.63, -1.98], [-0.04, -2.92, -1.50], [-3.19, 3.34, -3.44], [-2.38, 4.40, -2.23], [-1.60, 2.88, -2.77], [-4.60, 1.96, -2.95], [-3.70, 0.66, -2.11], [-5.01, 1.51, -1.24], [2.68, -2.07, -4.47], [0.96, -2.51, -4.31], [1.41, -0.82, -4.68], [3.68, -2.79, -2.66], [3.86, -1.80, -1.18], [2.83, -3.25, -1.17], [-0.71, -2.82, -1.14], [1.65, -0.75, 4.00], [0.98, -1.63, 2.96], [1.48, -3.06, 3.18], [1.37, -1.21, 1.65], [0.24, -1.43, 0.82], [-0.92, -1.83, 1.57], [-0.60, -1.56, 2.92], [-1.33, -2.58, 3.78], [-1.10, -0.18, 3.33], [1.44, 0.32, 3.85], [2.73, -0.91, 3.98], [1.30, -1.02, 5.01], [2.57, -3.09, 3.06], [1.25, -3.38, 4.20], [1.03, -3.77, 2.47], [-1.13, -2.39, 4.84], [-2.41, -2.48, 3.63], [-1.02, -3.60, 3.54], [-0.59, 0.63, 2.79], [-2.17, -0.11, 3.15], [-0.93, -0.05, 4.41]]}



(3)
{"formula": "C19H35LiN5NbO4", "method": "ωB97M-V/def2-TZVPD", "e_lumo_ev": [-8.65, -8.65], "de_lowest_kcal_mol": 0.0, "spin_multiplicity": 1, "charge": 2, "gap_ev": [7.280, 7.279], "elements": ["N", "C", "O", "Li", "Nb", "N", "N", "C", "C", "C", "C", "C", "C", "C", "C", "H", "H", "H", "H", "H", "H", "H", "H", "H", "H", "H", "H", "H", "H", "H", "H", "H", "H", "C", "H", "H", "H", "C", "H", "H", "H", "C", "C", "C", "C", "C", "C", "O", "N", "C", "O", "N", "C", "O", "H", "H", "H", "H", "H", "H", "H", "H", "H", "H", "H"], "xyz": [[0.05, 0.40, -2.29], [0.63, 0.95, -3.20], [1.36, 1.46, -3.99], [2.02, -1.43, 0.09], [-0.73, 0.01, -0.47], [0.06, -1.86, -0.15], [-2.65, 0.09, -0.99], [0.10, -3.08, -0.99], [-3.39, 0.34, -2.24], [0.96, -4.15, -0.29], [-1.30, -3.65, -1.23], [0.76, -2.74, -2.32], [-3.23, 1.83, -2.61], [-4.87, 0.03, -2.05], [-2.80, -0.51, -3.36], [1.98, -3.79, -0.05], [1.08, -5.01, -0.97], [0.50, -4.52, 0.63], [-1.76, -4.01, -0.30], [-1.21, -4.51, -1.91], [-1.97, -2.91, -1.70], [0.16, -2.03, -2.91], [0.88, -3.66, -2.90], [1.77, -2.30, -2.19], [-3.55, 2.47, -1.78], [-3.84, 2.04, -3.49], [-2.18, 2.06, -2.83], [-5.36, 0.74, -1.37], [-5.01, -0.99, -1.67], [-5.38, 0.10, -3.03], [-3.39, -0.36, -4.27], [-2.82, -1.58, -3.10], [-1.77, -0.22, -3.58], [-0.50, -2.07, 1.21], [-1.11, -1.19, 1.51], [-1.15, -2.95, 1.24], [0.30, -2.19, 1.96], [-3.27, 0.58, 0.25], [-2.52, 0.68, 1.06], [-3.74, 1.57, 0.10], [-4.04, -0.12, 0.61], [4.88, 1.12, 2.78], [4.14, 2.24, 2.08], [2.59, 2.19, 2.11], [1.97, 2.27, 3.54], [2.03, 1.03, 4.40], [2.12, 3.47, 1.39], [2.60, 4.58, 1.57], [1.07, 3.32, 0.47], [0.35, 2.19, 0.34], [-0.72, 2.15, -0.35], [0.83, 1.03, 0.81], [2.08, 0.97, 1.38], [2.71, -0.11, 1.28], [4.96, 1.31, 3.86], [5.90, 1.08, 2.37], [4.38, 0.17, 2.57], [4.44, 3.21, 2.50], [4.43, 2.24, 1.02], [2.49, 3.10, 4.05], [0.92, 2.59, 3.43], [3.04, 0.61, 4.45], [1.72, 1.30, 5.41], [1.33, 0.26, 4.05], [0.67, 4.17, 0.07]]}



no.,F_max (eV/Å)
1,0.654
2,6.155
3,3.507